Molecular formula: C6H7N3O
Method: DFT, ωB97M-V/def2-TZVPD

Geometry as XYZ:
```
17
Properties=species:S:1:pos:R:3:nbo_charge:R:1
C 1.688 0.309 -0.189 -0.015
C -1.662 0.498 -0.716 0.182
C -4.623 -0.346 0.276 0.872
C 1.179 -0.867 0.151 -0.494
C -2.159 -0.204 0.516 -0.302
C 0.023 1.821 0.195 0.250
N 1.222 1.438 0.367 -0.452
N -0.704 1.325 -0.841 -0.421
N -3.543 -0.127 0.736 -0.556
O -5.712 -0.432 -0.069 -0.496
H 2.530 0.436 -0.800 0.203
H -2.243 0.285 -1.651 0.181
H 1.420 -1.786 -0.415 0.210
H 0.409 -0.900 0.943 0.182
H -1.666 -1.177 0.415 0.239
H -1.715 0.342 1.467 0.222
H -0.361 2.599 0.874 0.196
```

Summary:
frontier orbital gap	9.07	eV
E_HOMO	-8.71	eV
SMILES	C=C/N=C\N=C/CN=C=O
net charge	0
energy above the lowest of the compared OMol25 structures with the same formula, charge and spin	244.5	kJ/mol
maximum force	3.7	eV/A

=====

Molecular formula: C6H7N3S
Method: DFT, ωB97M-V/def2-TZVPD

Geometry as XYZ:
```
17
Properties=species:S:1:pos:R:3:nbo_charge:R:1
C 0.687 2.431 0.656 0.239
C -1.336 -1.695 0.424 0.085
C -1.684 -1.218 -0.813 -0.679
C -0.112 0.146 0.564 0.065
C 0.645 -0.442 -2.429 -0.659
C 0.521 1.163 1.255 -0.029
N 0.842 3.509 0.281 -0.331
N -0.497 -0.977 1.151 -0.567
N 1.165 1.115 2.488 -0.808
S -0.763 0.198 -1.154 0.752
H -1.789 -2.600 0.904 0.216
H -2.404 -1.678 -1.431 0.249
H -0.017 -0.836 -3.171 0.222
H 1.342 0.413 -2.756 0.243
H 1.182 -1.209 -1.978 0.221
H 1.622 0.174 2.807 0.399
H 0.595 1.506 3.201 0.382
```

Summary:
frontier orbital gap	6.88	eV
E_HOMO	-7.30	eV
net charge	0
energy above the lowest of the compared OMol25 structures with the same formula, charge and spin	239.4	kJ/mol
maximum force	3.5	eV/A

=====

Question: Among the records above, which one has the lowest maximum force?
Answer: C6H7N3S

=====

Question: Number 1 is which compound?
Answer: C6H7N3O

=====

Question: Which of these has the lowest maximum force?
Answer: C6H7N3S